[1]
DFT (the ωB97M-V functional and the def2-TZVPD basis) results for a structure of composition C20H23CdClNO2S2.

Cartesian coordinates (Å):
Cd 0.12 0.10 -0.76
C -0.69 -2.85 -3.13
C -1.41 -2.78 -1.79
C -2.53 -1.73 -1.85
C -0.49 -2.52 -0.61
C -1.00 -2.58 0.69
C -0.20 -2.36 1.79
C 1.16 -2.07 1.66
C 2.02 -1.85 2.88
C 1.69 -2.04 0.38
C 0.88 -2.25 -0.75
H -1.41 -3.06 -3.92
H 0.06 -3.64 -3.14
H -0.21 -1.89 -3.36
H -1.89 -3.75 -1.60
H -2.11 -0.74 -2.09
H -3.07 -1.65 -0.91
H -3.24 -1.98 -2.64
H -2.05 -2.83 0.84
H -0.63 -2.42 2.79
H 2.26 -2.80 3.35
H 1.49 -1.24 3.61
H 2.95 -1.35 2.62
H 2.75 -1.87 0.24
H 1.36 -2.37 -1.71
Cl -2.84 6.61 0.54
C -2.18 5.15 -0.11
C -1.59 5.16 -1.38
C -1.07 4.01 -1.92
C -1.11 2.77 -1.24
O -0.66 1.72 -1.84
C -1.70 2.78 0.07
C -1.77 1.65 0.92
O -1.32 0.50 0.74
C -2.23 3.99 0.60
H -1.55 6.09 -1.94
H -0.63 4.02 -2.91
H -2.30 1.82 1.87
H -2.67 3.98 1.59
S 2.22 1.51 -0.21
C 2.83 1.80 -1.75
N 3.69 2.77 -2.03
C 4.02 3.01 -3.43
C 3.69 1.73 -4.19
S 2.46 0.85 -3.15
H 3.94 3.43 -1.32
H 5.07 3.26 -3.52
H 3.43 3.85 -3.80
H 4.56 1.08 -4.31
H 3.25 1.92 -5.16

HOMO energy (eV): -10.53
Charge: +1
Lowest unoccupied orbital energy (eV): -2.9
Energy above the lowest of the compared OMol25 structures with the same formula, charge and spin (eV): 0.239

---

[2]
DFT (the ωB97M-V functional and the def2-TZVPD basis) results for a structure of composition C2H3FFeO at a distorted geometry.

Cartesian coordinates (Å):
Fe 0.37 1.41 -0.65
O -0.38 -0.31 -0.82
C 0.75 -1.04 -0.58
C 1.16 -0.63 0.65
H 0.62 -2.10 -0.84
H 2.02 -1.12 1.09
F -1.39 0.60 1.17
H -0.64 -0.60 0.84

HOMO energy (alpha / beta) (eV): -15.25 / -14.90
Spin multiplicity: 6
Charge: +1
Lowest unoccupied orbital energy (alpha / beta) (eV): -7.0 / -8.1
Energy above the lowest of the compared OMol25 structures with the same formula, charge and spin (eV): 2.179

---

[3]
DFT (the ωB97M-V functional and the def2-TZVPD basis) results for a cluster of 5 separate species, C21H54N6O11P2 in total at a distorted geometry.

Cartesian coordinates (Å):
C -4.79 17.04 2.14
N -5.68 16.86 0.99
C -5.94 18.13 0.28
P -6.86 15.66 1.08
O -6.22 14.34 1.25
N -7.84 16.16 2.37
C -8.04 15.33 3.53
C -8.42 17.50 2.42
N -7.76 15.83 -0.30
C -7.08 15.72 -1.61
C -9.19 15.55 -0.31
H -5.41 17.24 3.02
H -4.22 17.95 2.00
H -4.14 16.19 2.30
H -5.14 18.27 -0.46
H -5.93 18.98 0.97
H -6.90 18.05 -0.23
H -9.02 14.84 3.58
H -7.32 14.51 3.58
H -7.79 15.93 4.42
H -9.17 17.56 3.20
H -7.66 18.29 2.43
H -8.89 17.71 1.45
H -7.43 14.79 -2.04
H -7.37 16.58 -2.22
H -6.01 15.80 -1.44
H -9.71 16.04 0.50
H -9.45 14.48 -0.31
H -9.57 15.86 -1.29
C -17.32 20.01 -1.69
N -16.03 19.82 -2.37
C -15.69 20.97 -3.20
P -14.78 19.01 -1.58
O -13.96 19.89 -0.74
N -15.57 17.78 -0.74
C -16.34 16.75 -1.41
C -15.38 17.57 0.68
N -13.95 18.24 -2.83
C -12.50 18.29 -2.86
C -14.63 17.73 -4.01
H -18.11 20.07 -2.44
H -17.29 20.95 -1.13
H -17.55 19.20 -0.99
H -16.21 20.98 -4.16
H -14.61 21.07 -3.27
H -16.09 21.91 -2.80
H -16.95 17.16 -2.22
H -15.72 15.91 -1.71
H -17.14 16.41 -0.74
H -14.59 18.23 1.06
H -16.25 17.72 1.32
H -15.02 16.56 0.89
H -12.13 17.43 -3.42
H -12.13 19.15 -3.42
H -12.08 18.29 -1.86
H -15.70 17.73 -3.89
H -14.29 16.70 -4.19
H -14.32 18.25 -4.93
C -7.61 11.85 2.58
O -8.33 10.62 2.36
C -9.39 10.34 3.09
O -10.06 9.37 2.90
O -9.59 11.21 4.07
C -10.63 11.07 5.00
H -8.18 12.60 2.05
H -6.59 11.69 2.25
H -7.50 12.14 3.63
H -10.29 11.45 5.97
H -10.84 10.05 5.33
H -11.50 11.62 4.66
C -13.97 9.85 5.39
O -14.83 10.99 5.56
C -14.35 12.07 6.19
O -13.20 12.27 6.50
O -15.34 12.94 6.27
C -15.10 14.22 6.85
H -13.94 9.65 4.32
H -14.51 9.05 5.89
H -12.99 10.00 5.82
H -15.13 14.11 7.93
H -15.86 14.87 6.42
H -14.15 14.65 6.54
C -12.10 14.17 4.01
O -12.24 14.92 2.80
C -12.02 14.28 1.67
O -11.63 13.17 1.54
O -12.29 15.14 0.69
C -12.61 14.67 -0.59
H -12.49 14.79 4.81
H -11.04 13.93 4.11
H -12.63 13.23 3.96
H -11.72 14.75 -1.23
H -13.41 15.28 -1.02
H -12.93 13.63 -0.66

HOMO energy (eV): -8.47
SMILES: CN(C)P(=O)(N(C)C)N(C)C.CN(C)P(=O)(N(C)C)N(C)C.COC(=O)OC.COC(=O)OC.COC(=O)OC
Charge: 0
Lowest unoccupied orbital energy (eV): 0.5

---

[4]
DFT (the ωB97M-V functional and the def2-TZVPD basis) results for the molecule C4H5N3O at a distorted geometry.

Cartesian coordinates (Å):
C -1.34 0.17 -0.15
C -0.59 1.30 -0.11
C -0.98 -1.20 0.12
C 1.80 0.71 0.17
N 2.77 -1.41 -0.24
N 2.09 -0.44 0.04
N 0.74 1.53 0.11
O -1.97 -2.03 0.09
H -2.41 0.36 -0.38
H -1.12 2.23 -0.26
H 2.89 -2.08 0.52
H 0.98 2.51 0.22
H -2.86 -1.65 -0.14

HOMO energy (eV): -8.15
Charge: 0
Lowest unoccupied orbital energy (eV): 0.1
Energy above the lowest of the compared OMol25 structures with the same formula, charge and spin (eV): 7.013

---

[5]
DFT (the ωB97M-V functional and the def2-TZVPD basis) results for a cluster of 3 separate species, C46H44F11O11PS in total at a distorted geometry.

Cartesian coordinates (Å):
C 3.36 4.14 5.92
C 3.65 4.85 4.61
O 3.58 3.94 3.52
C 2.46 4.08 2.66
C 2.23 2.74 1.97
O 2.02 2.93 0.58
C 0.81 2.37 0.08
C 1.07 1.95 -1.35
C 0.99 2.84 -2.43
C 0.49 4.27 -2.25
F 1.11 4.86 -1.19
F 0.89 5.01 -3.35
C -1.01 4.42 -2.12
C -1.57 5.67 -2.41
C -2.93 5.88 -2.28
C -3.76 4.85 -1.86
C -3.20 3.60 -1.59
C -4.12 2.50 -1.13
F -5.14 2.30 -2.00
F -4.69 2.82 0.06
F -3.48 1.33 -0.97
C -1.84 3.39 -1.73
C 1.35 2.44 -3.71
C 1.78 1.15 -3.96
C 1.83 0.24 -2.91
C 1.47 0.64 -1.62
C 1.56 -0.43 -0.58
O 1.99 -0.26 0.54
C 1.16 -1.80 -1.05
C 0.43 -2.66 -0.22
P -0.16 -2.00 1.37
S -1.33 -0.44 1.19
C 0.15 -3.95 -0.70
C -0.63 -5.01 0.05
O -1.85 -5.26 -0.67
C -2.19 -6.59 -0.77
C -1.95 -7.28 -1.95
C -2.32 -8.61 -2.05
C -2.93 -9.25 -0.98
C -3.17 -8.56 0.20
C -2.81 -7.23 0.30
C 0.59 -4.32 -1.96
C 1.29 -3.47 -2.80
C 1.70 -3.96 -4.17
C 2.64 -5.18 -4.16
O 3.10 -5.46 -2.83
C 4.12 -6.37 -2.75
C 3.86 -7.46 -1.75
O 5.11 -6.28 -3.42
C 1.56 -2.19 -2.32
C 2.31 -1.16 -3.12
O 3.24 -1.41 -3.84
H 3.92 3.21 5.96
H 2.29 3.94 6.05
H 3.68 4.76 6.76
H 4.68 5.22 4.63
H 3.01 5.72 4.46
H 2.67 4.82 1.88
H 1.57 4.40 3.21
H 1.39 2.21 2.42
H 3.15 2.16 2.09
H 0.52 1.51 0.66
H 0.00 3.11 0.15
H -0.92 6.47 -2.74
H -3.34 6.85 -2.52
H -4.82 5.00 -1.75
H -1.44 2.40 -1.51
H 1.30 3.13 -4.54
H 2.08 0.83 -4.95
H -0.87 -3.03 1.97
H 0.97 -1.78 2.15
H -0.90 -4.69 1.05
H -0.03 -5.92 0.09
H -1.48 -6.76 -2.77
H -2.15 -9.15 -2.97
H -3.23 -10.28 -1.08
H -3.67 -9.06 1.02
H -3.01 -6.66 1.20
H 0.36 -5.33 -2.30
H 0.78 -4.25 -4.69
H 2.15 -3.17 -4.76
H 2.13 -6.06 -4.55
H 3.50 -4.97 -4.80
H 3.02 -7.22 -1.11
H 3.64 -8.38 -2.29
H 4.75 -7.61 -1.15
C -7.10 3.95 1.60
C -7.49 5.40 1.76
O -8.92 5.58 1.61
C -9.65 5.32 2.69
O -9.27 4.96 3.76
C -11.14 5.60 2.37
F -11.49 5.09 1.19
F -11.35 6.92 2.35
F -11.91 5.06 3.31
H -7.45 3.56 0.65
H -6.02 3.85 1.64
H -7.53 3.34 2.40
H -7.05 6.01 0.98
H -7.17 5.80 2.72
C 5.92 -0.31 0.34
C 5.82 -1.16 1.58
O 6.50 -0.55 2.70
C 5.82 0.39 3.33
O 4.72 0.78 3.08
C 6.64 0.92 4.53
F 7.92 1.14 4.19
F 6.62 0.02 5.52
F 6.12 2.06 4.97
H 6.96 -0.10 0.10
H 5.47 -0.83 -0.51
H 5.40 0.64 0.48
H 6.32 -2.12 1.44
H 4.78 -1.36 1.85

HOMO energy (eV): -8.85
SMILES: CCOCCOCc1c(C(F)(F)c2cccc(C(F)(F)F)c2)ccc2c1C(=O)c1c([PH2]=S)c(COc3ccccc3)cc(CCOC(C)=O)c1C2=O.CCOC(=O)C(F)(F)F.CCOC(=O)C(F)(F)F
Charge: 0
Lowest unoccupied orbital energy (eV): -1.1